C16H24NO3S | ωB97M-V with the def2-TZVPD basis set

Geometry as XYZ:
```
45
Properties=species:S:1:pos:R:3:forces:R:3
C 4.593 2.503 -0.835 0.18 -0.98 0.04
C 4.928 1.179 -0.789 -0.29 0.73 -0.07
C 4.154 0.194 -1.616 1.25 0.96 -0.85
S 2.697 -0.359 -0.664 0.15 -1.83 0.14
C 1.268 -0.125 -1.742 -0.64 0.84 0.01
C -0.068 -0.160 -0.973 1.06 0.19 0.09
C -1.175 0.177 -1.949 -0.61 -0.36 -0.03
O -1.938 -0.694 -2.287 0.04 -0.11 -0.22
N -1.320 1.472 -2.479 -0.20 0.05 1.36
C -1.202 2.594 -1.580 0.04 0.45 0.15
C -0.015 2.970 -0.963 0.32 -0.49 -0.29
C 0.053 4.037 -0.081 -0.31 -0.24 -0.15
C -1.095 4.765 0.195 0.42 0.03 0.11
C -2.279 4.432 -0.441 0.14 0.14 0.19
C -2.331 3.362 -1.318 -0.29 0.03 -0.11
H 4.588 3.018 -1.792 -1.64 -0.14 -0.09
H 4.323 3.014 0.083 1.69 0.79 0.06
H 5.738 0.838 -0.150 -1.02 -0.42 1.11
H 3.757 0.701 -2.500 -0.07 -0.14 -0.07
H 4.721 -0.692 -1.890 -0.28 -0.24 0.03
H 2.601 0.482 0.386 -0.18 0.51 -0.53
H 1.240 -0.930 -2.475 0.53 -0.19 0.13
H 1.413 0.813 -2.277 0.00 0.02 -0.01
H -0.058 0.523 -0.124 -0.04 0.11 -0.04
H -0.197 -1.167 -0.587 -0.41 -0.01 -0.02
H -2.280 1.479 -2.812 0.19 -0.04 -0.65
H 0.876 2.395 -1.179 0.12 0.20 0.02
H 1.001 4.271 0.382 -0.01 0.12 0.06
H -1.036 5.579 0.904 -0.17 0.08 -0.04
H -3.166 5.012 -0.229 -0.10 -0.05 -0.10
H -3.279 3.139 -1.796 0.04 -0.13 -0.03
O 0.031 -1.921 2.240 0.15 0.13 -0.20
C -0.699 -2.861 2.434 -0.27 0.06 0.15
O -1.162 -3.536 1.373 0.25 -0.02 -0.23
C -1.895 -4.768 1.474 -0.28 -0.17 0.05
C -3.372 -4.527 1.700 0.00 0.19 0.06
C -1.163 -3.232 3.819 0.31 -0.31 0.06
H -1.456 -5.413 2.235 0.01 0.07 0.05
H -1.745 -5.266 0.518 0.10 0.11 -0.04
H -3.557 -4.013 2.643 0.01 -0.08 0.04
H -3.913 -5.473 1.712 0.02 -0.01 -0.01
H -3.777 -3.901 0.905 0.01 -0.06 -0.05
H -2.016 -2.606 4.080 -0.01 0.00 -0.01
H -0.351 -3.031 4.513 -0.04 0.18 -0.01
H -1.435 -4.277 3.931 -0.15 0.04 -0.05
```
Positions in Å, forces in eV/Å.

The calculated total energy is -1302.39020 Eh. Its net charge is +1. The calculation puts the orbital gap at 7.70 eV. Its strongest force on any atom is 0.0362 hartree/bohr.



C5H9N3S | ωB97M-V with the def2-TZVPD basis set

Geometry as XYZ:
```
18
Properties=species:S:1:pos:R:3:forces:R:3
C 0.311 1.832 -0.108 0.19 0.90 0.12
C 0.888 0.637 -0.496 -2.90 -2.12 -1.04
C -0.301 -0.225 -0.686 3.02 1.58 1.31
C -2.716 0.120 -0.010 -0.38 3.65 -2.46
C 2.839 -0.472 1.038 -3.58 -1.15 0.16
N -0.991 1.800 0.049 -0.27 0.17 -0.71
N -1.377 0.540 -0.359 1.19 0.51 0.13
N -0.384 -1.587 -0.834 -3.25 1.11 0.25
S 2.559 0.277 -0.679 0.67 -0.66 1.23
H 0.882 2.747 -0.024 -0.27 0.07 0.42
H -3.221 0.925 0.516 0.59 -0.08 0.74
H -3.395 0.057 -0.852 0.26 -0.72 -0.63
H -2.575 -0.722 0.493 -0.37 -3.76 2.44
H 3.807 -0.445 1.427 1.85 0.26 -0.04
H 2.539 -1.637 0.969 0.38 2.82 0.47
H 2.193 0.150 1.818 1.04 -1.61 -1.81
H 0.291 -2.229 -1.143 1.16 -0.07 -0.57
H -1.347 -1.767 -1.118 0.66 -0.91 -0.03
```
Positions in Å, forces in eV/Å.

The calculated total energy is -758.31142 Eh. The energy above the lowest of the compared OMol25 structures with the same formula, charge and spin is 1.0873 eV. Its net charge is 0. The calculation puts the orbital gap at 8.64 eV. Its strongest force on any atom is 0.0875 hartree/bohr.



C2H3NOS2 | ωB97M-V with the def2-TZVPD basis set

Geometry as XYZ:
```
9
Properties=species:S:1:pos:R:3:forces:R:3
C -1.328 -1.171 -1.489 -1.83 -3.24 0.28
C 0.747 0.355 0.670 0.08 -1.36 1.40
N -1.279 -0.171 -0.674 -0.52 3.30 2.12
O -0.689 -1.525 -2.432 1.62 0.17 -1.75
S -0.230 0.993 -0.440 -0.31 -1.41 -0.74
S 2.090 1.147 1.303 1.11 0.82 0.01
H -2.116 -1.877 -1.094 0.02 0.38 -0.45
H 0.578 -0.634 1.212 -0.26 1.29 -1.25
H 2.265 1.962 0.237 0.08 0.04 0.38
```
Positions in Å, forces in eV/Å.

The calculated total energy is -1004.27887 Eh. The energy above the lowest of the compared OMol25 structures with the same formula, charge and spin is 2.9569 eV. Its net charge is 0. The calculation puts the orbital gap (alpha / beta) at 7.76 / 7.76 eV. Its strongest force on any atom is 0.0769 hartree/bohr.



C2H2N2O2S | ωB97M-V with the def2-TZVPD basis set

Geometry as XYZ:
```
9
Properties=species:S:1:pos:R:3:forces:R:3
C 2.060 -0.076 -0.705 -0.53 1.06 0.80
C -0.353 -0.084 0.715 3.79 0.53 -0.95
N 2.749 -0.855 -1.199 -0.16 0.06 -0.06
N -1.521 0.157 -0.196 -0.11 -0.22 0.34
O -2.388 0.867 0.269 0.05 -0.05 -0.26
O -1.518 -0.370 -1.297 0.25 0.40 1.01
S 1.135 1.128 0.177 -0.61 -1.95 -0.73
H -0.350 0.289 1.765 -1.24 -0.87 -0.89
H 0.185 -1.057 0.471 -1.44 1.04 0.73
```
Positions in Å, forces in eV/Å.

The calculated total energy is -735.44119 Eh. The energy above the lowest of the compared OMol25 structures with the same formula, charge and spin is 3.9752 eV. Its net charge is 0. The calculation puts the orbital gap at 9.54 eV. Its strongest force on any atom is 0.0767 hartree/bohr.



C24H57NOP2PtSi4 | ωB97M-V with the def2-TZVPD basis set

Geometry as XYZ:
```
90
Properties=species:S:1:pos:R:3:forces:R:3
Pt -0.035 0.176 -0.051 0.05 -0.37 1.30
P 2.196 -0.232 -0.434 -0.43 -0.40 -0.07
P -2.352 0.051 -0.103 0.15 -0.55 0.05
N 0.075 1.891 -0.853 -0.18 0.71 -1.64
H 1.292 -2.190 1.879 -0.20 -0.24 0.13
C 2.445 -1.820 -1.282 0.96 -0.11 0.04
H 3.522 -2.051 -1.319 -0.24 -0.26 -0.16
H 2.056 -1.727 -2.305 0.09 0.02 0.29
H 1.896 -2.620 -0.768 0.20 0.43 -0.18
C 3.035 -0.242 1.173 0.82 -0.16 -0.05
H 4.125 -0.160 1.029 -0.22 0.00 0.29
H 2.808 -1.179 1.706 0.15 0.44 -0.26
H 2.660 0.605 1.772 0.16 -0.30 -0.28
C 3.048 1.005 -1.454 0.43 -0.22 0.08
H 4.125 0.779 -1.481 -0.23 0.18 -0.10
H 2.885 2.002 -1.030 0.05 -0.20 -0.10
H 2.633 0.975 -2.469 0.12 0.06 0.24
C -2.877 -1.421 -1.023 -0.87 -0.05 -0.10
H -3.974 -1.503 -1.014 0.12 -0.16 -0.14
H -2.434 -2.317 -0.573 0.01 0.37 -0.03
H -2.531 -1.328 -2.060 -0.08 -0.02 0.25
C -3.067 -0.082 1.556 -0.51 -0.03 0.04
H -4.162 -0.052 1.486 0.07 0.01 0.18
H -2.717 0.760 2.170 -0.05 -0.27 -0.20
H -2.756 -1.027 2.022 0.06 0.32 -0.22
C -3.164 1.466 -0.882 -0.56 -0.11 0.00
H -4.249 1.379 -0.757 0.05 0.16 -0.12
H -2.923 1.478 -1.949 0.01 0.05 0.14
H -2.819 2.400 -0.426 0.00 -0.15 -0.05
C 0.026 2.316 -2.118 0.08 1.16 -0.30
C -0.013 2.016 -4.557 -0.05 -0.07 0.06
C -0.017 1.463 -3.287 0.04 0.12 0.71
C 0.041 3.740 -2.335 0.02 -0.36 -0.25
C 0.033 4.264 -3.618 -0.04 -0.26 0.10
C 0.004 3.405 -4.733 0.04 0.23 0.10
H -0.023 1.355 -5.431 -0.04 0.28 0.34
H -0.047 0.377 -3.133 0.04 0.45 -0.05
H 0.060 4.376 -1.443 0.02 -0.18 -0.43
H 0.052 5.346 -3.747 -0.02 -0.25 -0.09
H -0.011 3.822 -5.741 0.04 -0.10 0.29
C 0.281 -2.606 1.708 -0.09 1.00 -0.77
O -0.432 -1.734 0.849 -0.04 -0.21 0.69
C 0.439 -3.937 0.992 0.27 -0.61 0.17
H 0.479 -4.763 1.710 -0.06 -0.08 -0.14
H 1.386 -3.962 0.441 -0.21 -0.11 0.05
H -0.370 -4.106 0.269 0.09 0.08 0.34
C -0.398 -2.689 3.071 0.08 -0.29 0.14
H -1.438 -3.029 2.979 0.16 0.06 -0.04
H -0.379 -1.722 3.588 -0.09 -0.05 -0.25
H 0.145 -3.403 3.707 -0.14 0.07 -0.05
C -3.217 2.868 4.171 -0.26 0.13 0.05
Si -1.759 1.992 4.968 0.12 -0.59 -0.24
C -1.364 2.950 6.542 -0.06 0.13 0.16
C -2.267 0.225 5.377 -0.40 -0.04 0.41
Si 0.108 1.713 3.597 0.00 0.49 0.31
Si 0.401 3.794 2.597 0.00 -1.03 -0.30
C 0.646 5.084 3.946 0.05 0.24 -0.07
C 1.856 3.715 1.418 0.21 0.38 -0.33
C -1.096 4.127 1.515 -0.10 0.36 -0.21
Si 1.944 1.186 4.973 -0.17 -0.46 0.04
C 1.802 1.578 6.822 -0.11 0.10 0.08
C 2.210 -0.678 4.893 0.27 -0.13 0.01
C 3.471 2.067 4.324 0.28 0.15 0.01
H -2.949 3.847 3.761 -0.05 -0.12 0.12
H -3.689 2.280 3.376 0.09 0.12 0.09
H -3.974 3.042 4.950 0.07 -0.06 -0.15
H -2.304 3.375 6.928 0.23 -0.11 -0.01
H -0.932 2.304 7.313 -0.07 0.14 -0.14
H -0.672 3.783 6.364 -0.12 -0.16 0.04
H -2.780 -0.262 4.535 0.17 0.16 0.17
H -2.964 0.252 6.227 0.05 -0.20 -0.12
H -1.415 -0.408 5.661 -0.14 0.20 -0.05
H 1.381 4.780 4.706 -0.17 0.03 -0.23
H 1.017 5.999 3.462 -0.08 -0.04 0.21
H -0.297 5.320 4.456 0.19 -0.05 -0.10
H 1.532 3.269 0.457 0.09 0.20 0.51
H 2.182 4.750 1.234 0.13 -0.22 -0.16
H 2.713 3.146 1.793 -0.13 0.15 -0.05
H -0.977 3.601 0.550 0.02 0.20 0.46
H -2.047 3.819 1.960 0.20 0.09 -0.09
H -1.137 5.211 1.331 -0.17 -0.15 -0.14
H 1.031 0.965 7.312 0.15 0.15 -0.16
H 2.762 1.350 7.314 -0.21 0.03 -0.20
H 1.570 2.631 7.019 0.05 -0.18 -0.03
H 2.340 -1.045 3.866 -0.08 0.11 0.27
H 3.123 -0.922 5.456 -0.16 -0.06 -0.08
H 1.376 -1.227 5.347 0.14 0.12 -0.09
H 4.006 1.446 3.592 -0.10 0.19 0.13
H 3.235 3.031 3.856 0.10 -0.22 0.16
H 4.145 2.260 5.171 -0.02 -0.05 -0.23
```
Positions in Å, forces in eV/Å.

As for the expectation value of S²: 6.07. The calculated total energy is -3038.57774 Eh. The energy above the lowest of the compared OMol25 structures with the same formula, charge and spin is 0.0000 eV. Its spin multiplicity is 5. Its net charge is 0. The calculation puts the orbital gap (alpha / beta) at 4.52 / 6.80 eV. Its strongest force on any atom is 0.0349 hartree/bohr.



C5H8O | ωB97M-V with the def2-TZVPD basis set

Geometry as XYZ:
```
14
Properties=species:S:1:pos:R:3:forces:R:3
C -2.308 0.442 -0.551 -0.04 0.00 0.09
C -1.129 0.260 -1.466 0.16 0.01 0.00
C 0.109 0.045 -1.077 0.12 0.02 0.01
C 1.315 -0.141 -0.711 -0.10 0.05 -0.02
C 2.579 -0.295 -0.368 -0.12 0.04 -0.33
O 3.063 -0.411 0.895 -0.18 0.11 0.21
H -2.707 1.458 -0.656 0.03 -0.14 0.03
H -3.116 -0.252 -0.811 0.13 0.09 0.05
H -2.036 0.286 0.497 -0.02 0.02 -0.18
H -0.194 -0.795 2.554 0.07 0.00 0.01
H -1.322 0.349 -2.535 0.10 -0.03 0.11
H 3.381 -0.336 -1.099 -0.16 -0.06 0.04
H 0.220 -0.777 1.936 -0.12 -0.02 0.01
H 2.337 -0.272 1.519 0.13 -0.07 -0.04
```
Positions in Å, forces in eV/Å.

The calculated total energy is -270.41993 Eh. The energy above the lowest of the compared OMol25 structures with the same formula, charge and spin is 3.7541 eV. Its net charge is 0. The calculation puts the orbital gap at 9.10 eV. Its strongest force on any atom is 0.0068 hartree/bohr.



Among the records above, which one has the highest net charge? C16H24NO3S



What did the sixth record say?
C5H8O | ωB97M-V with the def2-TZVPD basis set

Geometry as XYZ:
```
14
Properties=species:S:1:pos:R:3:forces:R:3
C -2.308 0.442 -0.551 -0.04 0.00 0.09
C -1.129 0.260 -1.466 0.16 0.01 0.00
C 0.109 0.045 -1.077 0.12 0.02 0.01
C 1.315 -0.141 -0.711 -0.10 0.05 -0.02
C 2.579 -0.295 -0.368 -0.12 0.04 -0.33
O 3.063 -0.411 0.895 -0.18 0.11 0.21
H -2.707 1.458 -0.656 0.03 -0.14 0.03
H -3.116 -0.252 -0.811 0.13 0.09 0.05
H -2.036 0.286 0.497 -0.02 0.02 -0.18
H -0.194 -0.795 2.554 0.07 0.00 0.01
H -1.322 0.349 -2.535 0.10 -0.03 0.11
H 3.381 -0.336 -1.099 -0.16 -0.06 0.04
H 0.220 -0.777 1.936 -0.12 -0.02 0.01
H 2.337 -0.272 1.519 0.13 -0.07 -0.04
```
Positions in Å, forces in eV/Å.

The calculated total energy is -270.41993 Eh. The energy above the lowest of the compared OMol25 structures with the same formula, charge and spin is 3.7541 eV. Its net charge is 0. The calculation puts the orbital gap at 9.10 eV. Its strongest force on any atom is 0.0068 hartree/bohr.